C29H70N13OTi | ωB97M-V/def2-TZVPD

Atoms and positions in Å:
1 Ti 0.2051 0.4559 -0.1570
2 C 5.9213 -0.8336 -1.2530
3 N 4.7736 -0.3812 -0.4815
4 C 5.1944 0.1652 0.7969
5 C 3.5030 -0.4828 -0.9069
6 N 2.5318 0.3668 -0.6042
7 C 2.9603 1.7213 -0.2573
8 C 1.9855 2.7118 -0.8894
9 N 0.6374 2.5271 -0.3197
10 C 0.5973 3.1572 1.0220
11 C -0.1924 2.2966 2.0059
12 N 0.3232 0.9240 2.0052
13 C 0.6310 0.3652 3.1557
14 N 0.7849 0.9826 4.3381
15 C 0.4396 0.3512 5.6055
16 C 1.4421 2.2696 4.5207
17 N 0.8923 -1.0536 3.0558
18 C 2.3253 -1.3022 3.2669
19 C 0.0594 -2.0282 3.7710
20 C -0.3320 3.1830 -1.2206
21 C -1.7743 3.1584 -0.7169
22 N -2.1468 1.8337 -0.2245
23 C -3.3639 1.6954 0.2684
24 N -4.3748 2.5823 0.1667
25 C -5.3385 2.7785 1.2379
26 C -4.7111 3.3696 -1.0070
27 N -3.6283 0.4696 0.8991
28 C -4.9772 -0.0839 0.8063
29 C -2.9605 0.0993 2.1444
30 N 3.1467 -1.5424 -1.7622
31 C 3.7497 -2.8514 -1.5139
32 C 3.1005 -1.2278 -3.1890
33 H 6.6925 -0.0637 -1.1965
34 H 5.6748 -0.9721 -2.2999
35 H 6.3545 -1.7479 -0.8438
36 H 5.8827 -0.5453 1.2584
37 H 4.3501 0.3094 1.4635
38 H 5.7391 1.1035 0.6762
39 H 3.9594 1.9311 -0.6569
40 H 2.9909 1.8780 0.8285
41 H 1.9528 2.5434 -1.9715
42 H 2.3435 3.7384 -0.7323
43 H 0.1543 4.1572 0.9667
44 H 1.6167 3.2727 1.4003
45 H -1.2358 2.2467 1.6756
46 H -0.1865 2.7685 2.9890
47 H -0.4783 -0.2207 5.5098
48 H 0.2564 1.1398 6.3322
49 H 1.2372 -0.2808 5.9963
50 H 1.9369 2.5966 3.6083
51 H 2.2074 2.1457 5.2919
52 H 0.7528 3.0407 4.8759
53 H 2.6780 -1.0121 4.2594
54 H 2.8856 -0.7430 2.5155
55 H 2.5217 -2.3650 3.1392
56 H 0.2016 -2.9993 3.2962
57 H -0.9899 -1.7518 3.6989
58 H 0.3269 -2.1546 4.8195
59 H -0.2888 2.6740 -2.1916
60 H -0.0488 4.2344 -1.3745
61 H -2.3760 3.4755 -1.5734
62 H -1.9340 3.9080 0.0683
63 H -5.0084 2.3081 2.1587
64 H -6.3308 2.4130 0.9676
65 H -5.4222 3.8517 1.4176
66 H -4.3143 2.9207 -1.9141
67 H -4.3838 4.4066 -0.9141
68 H -5.7973 3.3797 -1.0956
69 H -5.4809 0.3042 -0.0743
70 H -5.5897 0.1177 1.6861
71 H -4.8857 -1.1664 0.7050
72 H -3.2142 0.7736 2.9690
73 H -1.8745 0.0832 2.0076
74 H -3.3052 -0.8975 2.4208
75 H 3.9049 -2.9866 -0.4471
76 H 4.6981 -3.0063 -2.0319
77 H 3.0651 -3.6243 -1.8679
78 H 2.2633 -1.7431 -3.6624
79 H 4.0061 -1.5618 -3.7022
80 H 3.0145 -0.1543 -3.3420
81 N -1.3114 -3.6848 -4.4824
82 C -1.1262 -2.5506 -3.5103
83 C -0.6764 -1.3047 -4.2782
84 C -0.7178 -0.0242 -3.4193
85 N 0.2887 -0.0128 -2.3341
86 C -2.1264 0.1604 -2.8655
87 C -2.5322 -1.0168 -1.9833
88 N -1.7215 -0.9778 -0.7524
89 C -2.4404 -2.3415 -2.7598
90 H -0.4608 -3.8625 -5.0366
91 H -2.0713 -3.4738 -5.1497
92 H -1.5687 -4.5589 -3.9989
93 H -0.3469 -2.8679 -2.8107
94 H -1.3433 -1.1400 -5.1256
95 H 0.3291 -1.4497 -4.6805
96 H -0.5050 0.8171 -4.0869
97 H 1.1378 0.4360 -2.6773
98 H 0.5654 -0.9677 -2.1049
99 H -2.8281 0.2696 -3.6910
100 H -2.1628 1.0641 -2.2567
101 H -3.5953 -0.8979 -1.7289
102 H -1.7902 -1.8775 -0.2795
103 H -2.2188 -0.3194 -0.1401
104 H -3.2574 -2.3301 -3.4822
105 H -2.6198 -3.1749 -2.0759
106 C -0.2418 -3.7703 0.4667
107 C 0.8767 -2.7824 0.1390
108 O 0.5585 -1.4371 0.5047
109 H 0.1591 -4.7776 0.5230
110 H -1.0370 -3.7693 -0.2753
111 H -0.6816 -3.5470 1.4350
112 H 1.0873 -2.7773 -0.9328
113 H 1.7882 -3.0920 0.6597
114 H 0.6626 -1.3605 1.5163

Calculated values
Total charge = +4
LUMO (spin up / spin down) = -10.53 / -10.14 eV
Energy = -75709.3767 eV
Frontier orbital gap (spin up / spin down) = 7.6 / 8.0 eV
Energy above the lowest of the compared OMol25 structures with the same formula, charge and spin = 140.6 kJ/mol
Multiplicity = 2
Maximum force = 0.0347 Eh/bohr